134
Properties=species:S:1:pos:R:3:forces:R:3 method="wB97M-V/def2-TZVPD" e_lumo_ha="0.0516 / 0.0515" s_squared=0.754 multiplicity=2 total_energy_ha=-9947.469250 relative_energy_kcal_mol=18.29 homo_energy_ha="-0.1477 / -0.1813" total_charge=-1 max_force_ev_per_a=2.7
As 2.57022 2.43093 1.89743 0.4 0.5 0.2
Ge -2.52899 -1.39710 -2.99854 -0.3 -0.3 -0.6
Ti -0.06106 -0.46182 0.62576 -1.8 -1.0 -0.4
S -0.65092 1.92114 0.75767 0.0 0.0 0.5
S -4.10180 -0.23643 2.31360 0.0 0.0 0.0
S -2.52052 -0.56536 -0.23020 -0.4 0.2 0.0
Si -1.75249 -1.12154 -5.32045 0.1 0.1 -0.1
Si -4.69438 -0.37672 -3.15213 -0.2 0.1 0.0
Si -2.75208 -3.77410 -2.77838 0.1 -0.2 0.0
O -4.28683 -2.21187 0.59308 0.0 0.0 0.1
O 1.57536 -0.53133 1.46012 1.8 -0.3 0.8
O 5.20496 -1.19853 3.45691 0.4 -0.2 0.5
O 4.28403 -0.14760 1.85860 -0.1 0.6 -0.9
O 1.26503 -5.51168 5.10716 -0.4 -0.2 -0.1
O 0.01623 -2.24510 0.08811 0.7 -1.4 -0.5
O -1.43277 -2.88855 1.79016 1.3 -0.2 -0.3
O 3.14644 -4.72453 5.75275 0.3 0.1 0.1
N 0.31246 2.07055 -1.80505 0.0 0.1 -0.4
N 2.17128 -4.71449 5.03184 0.0 0.3 -0.2
N 4.26566 -0.97781 2.72736 -0.4 -0.4 0.4
N 1.72617 -0.78644 -1.41556 0.0 0.4 -0.2
N -0.80491 0.03872 2.51129 -0.3 0.9 0.4
N -0.23991 -2.44493 1.40346 -1.6 2.0 0.7
C -1.94012 0.69186 -5.82026 -0.1 0.2 0.1
C 1.87595 -1.59591 2.15394 0.1 0.1 0.3
C 6.26807 4.02124 0.44509 0.0 0.0 0.1
C -1.10089 1.34162 2.31698 -0.1 0.1 0.3
C 2.08082 -3.66684 4.00241 -0.2 -0.2 0.1
C 5.14335 1.81477 5.08537 0.0 0.0 0.1
C 3.09030 0.76446 5.79206 0.0 0.0 -0.1
C 1.82871 4.14335 2.55470 -0.1 0.1 0.0
C 0.98312 4.16160 3.66007 0.0 0.1 0.0
C 4.38827 3.12736 1.65622 0.1 -0.2 0.0
C 3.12966 -2.80946 3.83782 0.6 0.0 0.2
C -3.43456 -4.47189 -1.18645 0.0 0.2 0.3
C -1.68963 2.10741 3.33630 0.0 0.1 0.0
C -1.04885 -4.55045 -2.97152 0.2 0.0 -0.1
C 2.08849 5.34177 1.89604 0.0 0.0 0.0
C 0.88599 -2.61104 2.25338 0.3 -0.2 -0.4
C 4.91804 3.69025 0.50373 0.0 0.0 0.1
C 0.66983 6.53903 3.43023 0.0 -0.1 0.0
C 1.08634 1.27116 -2.73950 0.0 0.0 0.2
C -1.86934 1.53977 4.57046 0.0 0.0 0.0
C 0.04236 -1.55561 -5.72714 0.2 -0.1 0.2
C -3.68664 -1.08417 0.96503 0.0 -0.1 0.0
C -2.71481 -2.15064 -6.58434 -0.3 -0.1 0.1
C 4.54259 2.20349 3.89280 0.1 0.0 -0.1
C 1.21454 -1.72806 -2.42076 0.0 0.1 0.0
C 6.56820 3.19320 2.68890 0.1 0.0 0.0
C 0.40367 5.34771 4.09435 0.0 0.0 -0.1
C 3.20236 1.87854 3.66010 -0.1 -0.2 0.1
C 0.95633 -3.59970 3.19189 -0.3 -0.6 0.0
C -0.98314 -0.50587 3.72733 -0.1 -0.1 -0.2
C 7.09177 3.76123 1.53429 -0.1 0.0 0.0
C 5.21603 2.87740 2.75829 -0.1 -0.1 0.1
C 3.05757 -1.79616 2.89908 -0.1 0.0 -0.2
C -5.95746 -1.15728 -2.00285 0.0 -0.1 0.3
C 2.18194 0.46801 -2.05169 -0.3 -0.1 0.1
C -1.47667 0.21220 4.78353 0.0 0.1 0.2
C 4.41702 1.10191 6.03258 0.0 0.0 -0.1
C 1.52209 6.53293 2.33329 -0.1 -0.1 0.0
C 2.48479 1.14689 4.59773 0.0 0.0 0.0
C -1.01958 2.37342 -2.31271 0.1 0.1 0.0
C 2.91764 -1.41601 -0.83948 -0.1 -0.1 0.0
C -5.23018 -2.81486 1.47699 0.0 0.0 0.0
C 1.00890 3.28856 -1.43339 0.0 0.0 -0.1
C -3.86562 -4.45945 -4.14104 -0.1 0.1 -0.2
C -4.59747 1.45759 -2.76480 0.2 0.2 0.1
C -5.44941 -0.49803 -4.88059 0.1 -0.1 -0.2
H 0.42122 3.83392 -0.69182 0.1 0.0 -0.1
H 0.77441 3.24601 4.19825 0.0 0.0 0.0
H 1.46133 0.85022 4.39170 0.0 0.0 0.0
H -4.09256 -5.51633 -3.95217 0.0 0.1 0.0
H -1.97107 3.12953 3.11686 0.0 0.0 0.0
H 4.28635 3.85880 -0.36083 0.0 0.0 0.0
H 0.75439 -0.82767 -5.32282 -0.1 -0.1 0.0
H -4.48611 -4.20077 -1.05277 0.1 0.0 0.0
H -6.97160 -0.81688 -2.24320 0.1 0.0 0.0
H -5.97793 -2.09548 1.80097 -0.1 0.1 0.0
H -1.57342 -0.26018 5.75202 -0.1 0.0 -0.1
H -0.98883 2.93647 -3.26058 0.0 0.0 0.0
H -5.67914 -1.53821 -5.14069 0.0 0.1 0.0
H -6.38273 0.07735 -4.92525 0.1 -0.1 0.0
H 0.21154 7.46266 3.76190 0.0 0.0 0.0
H 0.26427 -1.39881 -2.83062 -0.1 0.0 0.0
H -3.35870 -5.56534 -1.20495 0.0 0.1 -0.1
H -4.71518 -3.21205 2.35066 0.0 0.0 0.0
H -0.73320 -1.54659 3.83822 0.0 -0.1 -0.1
H 3.61692 -1.69266 -1.63976 0.0 0.0 0.0
H 1.18335 3.94521 -2.30502 0.0 0.0 0.0
H -5.59625 1.90960 -2.73316 0.1 -0.1 0.0
H -2.62133 -1.70988 -7.58510 0.1 0.0 0.1
H -1.55690 2.96869 -1.57278 0.0 -0.1 -0.1
H 4.89851 0.77892 6.94802 0.0 0.0 0.0
H -1.07246 1.27490 -5.49355 -0.1 0.0 0.0
H -3.77921 -2.22275 -6.34191 0.1 0.0 -0.1
H 0.17111 -1.58278 -6.81613 0.0 0.0 0.1
H -2.82795 1.14450 -5.36431 0.1 0.0 -0.1
H 0.40131 0.59723 -3.25676 0.0 0.0 -0.1
H -0.46505 -4.34728 -2.06635 0.0 0.0 -0.1
H -4.81474 -3.91076 -4.18127 0.1 -0.1 0.0
H 6.18608 2.04414 5.27245 0.0 0.0 0.0
H -1.11565 -5.63842 -3.09460 0.0 0.1 0.0
H 0.31476 -2.54260 -5.33500 0.0 0.1 -0.1
H -4.77240 -0.10614 -5.64879 -0.1 0.0 0.1
H -1.57161 1.44525 -2.46608 0.0 0.0 0.0
H 1.06011 -2.69328 -1.95059 0.0 0.0 0.0
H 2.63253 -2.32446 -0.31079 0.0 0.0 0.0
H -2.31865 2.10979 5.37607 0.0 0.0 0.0
H -5.74356 -0.89264 -0.96253 -0.1 -0.1 -0.1
H -0.25591 5.34182 4.95551 0.0 0.0 0.0
H 0.15358 -4.31748 3.28598 -0.1 0.1 0.0
H 2.75293 5.35313 1.03925 0.0 0.0 0.0
H 1.56536 1.90696 -3.50491 -0.1 0.0 -0.1
H -3.39739 -4.38247 -5.12742 -0.1 0.0 0.1
H -4.11674 1.62135 -1.79287 -0.1 0.0 -0.1
H -0.49965 -4.14220 -3.82900 -0.1 -0.1 0.1
H 6.68028 4.45950 -0.45597 0.0 0.0 0.0
H 7.22482 2.97936 3.52564 0.0 0.0 0.0
H -2.31136 -3.16868 -6.62302 0.0 0.1 0.0
H 1.93753 -1.84630 -3.24038 0.0 0.0 0.0
H -2.02863 0.79694 -6.90836 0.0 0.0 0.1
H 8.14916 3.98891 1.47863 0.0 0.0 0.0
H 2.53539 0.18176 6.51816 0.0 0.0 0.0
H 3.41305 -0.73863 -0.15912 0.1 0.1 0.1
H -4.00973 1.99108 -3.52164 -0.1 0.0 0.1
H -2.87866 -4.09441 -0.32085 -0.1 -0.1 -0.1
H 1.97033 3.04830 -0.97763 0.0 0.0 0.0
H 1.74954 7.45782 1.81805 0.0 0.0 0.0
H 2.96395 0.23629 -2.78942 0.1 -0.1 0.0
H 4.02374 -2.91607 4.43151 0.0 0.0 0.0
H -5.68383 -3.62298 0.90871 0.0 0.0 0.0
H -5.93195 -2.25050 -2.07634 0.0 0.1 0.0
H 2.63064 1.07257 -1.26095 0.1 0.0 0.0